Record 1
Below is a 8-piece molecular cluster, C32H64O16S8 overall at a distorted geometry, with properties calculated with ωB97M-V with the def2-TZVPD basis set.

Frontier orbital gap ... 10.037 eV
E ... -5646.89088 Ha
M ... 961.38 g/mol

Geometry as ORCA input:
```
! wB97M-V def2-TZVPD RIJCOSX def2/J DEFGRID3
* xyz 0 1
S -0.9135 -2.3706 2.4752
S -4.6220 -1.2620 -4.6514
S 3.7799 -2.4725 2.6180
S -0.4404 1.3800 5.4748
S 0.4271 0.2880 -1.9398
S 5.5349 0.6804 -1.6686
S -3.3607 3.3358 -4.1095
S -4.3307 0.2164 1.2109
O -3.5862 -1.0426 1.1968
O -4.2633 2.4142 -3.4582
O -0.6747 -0.0486 5.4217
O -2.9040 4.5694 -3.5364
O 2.7622 -3.3720 2.0298
O -0.4958 -3.2961 1.4151
O 6.7309 -0.1412 -1.5560
O -1.4427 2.4009 5.7099
O 4.6523 0.8901 -0.5639
O -5.1358 -2.4626 -5.3724
O -1.0304 -0.9878 2.0679
O 3.4122 -1.1959 3.2403
O -0.9421 0.7550 -2.1884
O -5.7516 0.1963 1.4346
O 1.4165 0.3646 -2.9881
O -3.5776 -0.4152 -5.2157
C 0.0948 -2.5391 3.9885
C 6.1566 -3.1892 1.5960
C -2.4389 2.1461 1.5557
C 1.9512 1.6480 4.3013
C -3.4382 1.3167 2.3284
C -3.0516 2.4537 0.1533
C 4.5343 1.3110 -4.0073
C 1.0007 1.5775 6.5834
C -0.8484 -3.0426 5.1090
C 2.1571 1.0719 5.7513
C -1.8929 2.3649 -6.1232
C -3.9483 1.2360 -0.2716
C -5.4009 -2.2815 -2.4417
C -5.9471 -0.2942 -3.9984
C 4.8764 -3.5285 3.6688
C -1.8311 2.5356 -4.6129
C 6.3043 -3.4865 3.0957
C -2.2508 -2.5191 4.7546
C 1.0690 1.1479 -0.5005
C 0.4105 -1.3113 -1.2344
C 1.7890 -1.2923 -0.4970
C -4.1076 -2.0098 -3.1477
C 0.4500 1.6307 3.9080
C 5.0834 -2.0981 1.3789
C 1.7823 0.0356 0.3255
C 5.8580 2.0686 -3.8615
C -2.4673 -2.9055 3.3318
C -3.9528 3.4829 -5.7603
C 4.6836 0.0755 -3.1344
C -2.5992 3.6422 -6.6110
C 6.0422 2.2727 -2.4070
C -6.1081 -0.8386 -2.5201
H 4.5391 -2.2082 0.4653
H -0.5498 -2.7212 6.0936
H -2.2174 -1.4388 4.8163
H 2.1941 -0.0292 5.7353
H 6.6816 1.4496 -4.3001
H 0.5538 -1.5771 4.1173
H -3.4792 0.5279 -1.0054
H 7.1048 2.3673 -2.0937
H -0.8911 2.1593 -6.5068
H 5.3898 -1.0657 1.5653
H 2.0330 -2.1310 0.1620
H -3.3797 -2.4728 2.8817
H 0.2073 0.8387 3.1699
H -1.7296 1.5908 -4.1026
H 2.8320 0.2256 0.5379
H -2.8913 0.5934 3.0247
H 5.4784 3.0814 -1.9438
H 0.7215 0.9660 7.4581
H -2.0725 4.5687 -6.4962
H -4.4933 2.6581 -6.2030
H 2.3838 2.7668 4.2513
H -2.0307 3.0527 2.0210
H -5.6574 0.7369 -3.8750
H 3.1273 1.3367 6.1925
H 3.6601 1.9091 -3.6317
H -3.6314 -2.9045 -3.5064
H 1.1544 -0.0976 1.2189
H 4.8929 -3.1668 4.6751
H -2.5640 -3.9870 3.2827
H -2.5321 1.5385 -6.3128
H -1.5597 1.4738 1.4215
H 1.0796 2.5992 6.9291
H -0.4810 -1.4074 -0.5531
H -0.8789 -4.1292 5.0934
H 7.1002 -3.0250 1.0986
H 4.2146 1.0046 -4.9824
H -6.8512 -0.4870 -4.6191
H 2.6478 -1.3023 -1.1889
H 5.5393 -0.5354 -3.4895
H 0.1245 2.6043 3.4228
H -1.0729 3.2068 -4.2530
H 4.4048 -4.5261 3.5669
H -5.8990 -3.0056 -3.0463
H 5.8064 -4.1225 1.1422
H -2.8984 3.5863 -7.6570
H 0.8845 -3.2321 3.6638
H -7.1136 -1.0274 -2.1957
H 0.3727 -1.9451 -2.1160
H -4.5568 4.4330 -5.8767
H 5.8491 3.0330 -4.3527
H -4.2073 1.8245 2.8615
H 6.9247 -2.6993 3.5535
H 2.5839 1.0240 3.6509
H -3.0528 -2.8817 5.4076
H 0.1436 1.4539 -0.0097
H -3.3874 -1.3209 -2.6271
H -5.6584 -0.1832 -1.8005
H -3.7011 3.3757 0.2480
H -5.3351 -2.6224 -1.4270
H -4.9780 1.5566 -0.5835
H 1.7197 2.0099 -0.6813
H -2.3379 2.5589 -0.5947
H 6.7727 -4.4759 3.3937
H 3.7621 -0.4881 -2.8385
*
```


Record 2
Below is a 8-piece molecular cluster, C32H64O21 overall at a distorted geometry, with properties calculated with ωB97M-V with the def2-TZVPD basis set.

Frontier orbital gap ... 10.657 eV
E ... -2837.76820 Ha
M ... 784.84 g/mol

Geometry as ORCA input:
```
! wB97M-V def2-TZVPD RIJCOSX def2/J DEFGRID3
* xyz 0 1
O -1.3498 7.8861 -3.1676
O 3.9538 -4.8094 3.8828
O -1.4686 -3.5539 5.3121
O 3.8552 2.0718 -6.5297
O -1.1521 2.3604 4.6175
O -1.6919 9.1365 -5.0103
O -3.4563 -0.1068 2.4940
O 0.0152 -2.3578 -2.8612
O -5.5816 -0.2365 1.6758
O 0.3446 -2.2566 5.0125
O -0.8573 1.1948 6.4908
O 5.1586 -6.2789 2.6726
O 2.3722 1.8839 -8.1836
O -3.9165 -0.5886 0.3527
O 0.3117 1.1987 -0.4477
O -2.7200 0.9792 5.2638
O -0.8063 -4.3842 -3.3575
O -1.0135 -3.3953 -1.3101
O 4.0375 -4.7760 1.6292
O 1.9157 0.5811 -1.8876
O 0.3634 -3.6548 6.6252
C -2.0121 8.7816 -3.9143
C -0.3610 -3.2026 5.6134
C 1.3793 -0.9323 -0.2101
C -1.6465 -4.5362 -0.7399
C -0.2020 -1.6836 3.8286
C 7.1761 -7.0846 3.6641
C 1.0130 2.1666 -3.5579
C 1.1676 0.4288 -0.8108
C 5.6770 -6.9230 3.8157
C 3.1883 -3.6420 1.4523
C -4.2473 -0.3686 1.6291
C 0.6449 -0.4776 3.4640
C -6.0260 1.7016 3.1245
C -0.6538 -3.4766 -2.5985
C -2.5142 -0.4799 0.0882
C 0.5554 -2.1118 -4.1563
C -1.5223 1.4725 5.5389
C 0.0176 5.8843 -3.5808
C -0.1539 -4.7324 7.3952
C -3.3716 -0.0504 5.9666
C -0.0996 7.4034 -3.6334
C 4.6708 2.2606 -8.7550
C -0.9290 3.4038 2.4020
C 3.5962 2.0272 -7.7074
C 0.0037 1.8486 -8.0336
C -1.7685 2.5261 3.3093
C 2.0397 1.9004 -2.4785
C 4.3633 -5.2181 2.8293
C -6.0880 0.1806 2.9542
C 1.3060 1.7946 -7.2475
C -3.3117 9.2137 -3.2972
C -1.0255 -4.7917 0.6407
H 3.0594 1.8358 -2.8611
H 2.0757 2.6419 -1.6796
H -7.1085 -0.1918 2.8993
H -1.9980 0.3117 0.6350
H -0.0055 2.5204 -8.8861
H 7.4204 -7.4737 2.6755
H -0.7848 2.0172 -7.2945
H 0.5372 0.4275 4.0590
H 5.4413 -6.4952 4.7894
H 0.3620 5.5594 -2.6005
H -1.2037 -1.2853 4.0284
H -5.5614 -0.2877 3.7831
H -1.9405 1.5407 2.8820
H -0.1028 -2.6126 -4.8764
H -2.4374 -0.1139 -0.9328
H 1.3899 2.6410 -6.5642
H -0.9680 5.4664 -3.8097
H 2.3835 -4.0092 0.8101
H -1.4460 -5.4386 -1.3247
H -2.0088 -1.4186 0.2924
H 5.4459 2.9398 -8.4336
H -2.7340 -4.4541 -0.7811
H 1.2702 0.8709 -6.6662
H 1.2879 1.5717 -4.4265
H 0.6346 5.4517 -4.3669
H -1.6140 -5.5887 1.0921
H -2.7560 2.9314 3.5314
H 1.8590 -0.8345 0.7667
H 7.6031 -7.7628 4.4073
H -1.5913 3.7324 1.6012
H 1.5035 -2.6462 -4.2075
H 1.7009 -0.7541 3.5370
H 5.2518 -7.9309 3.8555
H -2.9227 -1.0358 5.8309
H -4.3944 -0.1138 5.6028
H 7.7609 -6.1749 3.8230
H -6.4042 1.9357 4.1235
H 0.4357 -1.4446 -0.0123
H -6.7959 2.1437 2.4877
H 0.0184 2.0323 -3.1375
H 0.5358 -1.0545 -4.3903
H -0.2690 0.8580 -8.4097
H 0.0108 -5.6817 6.8855
H -0.9341 -3.9023 1.2598
H 0.0907 7.6719 -4.6738
H 3.8118 -2.9624 0.8736
H 0.6380 7.8652 -2.9763
H -0.0234 2.9427 2.0223
H 2.7067 -3.3041 2.3683
H -0.3506 -2.4713 3.0907
H 1.0726 3.1996 -3.9031
H -0.0116 -5.1439 0.4523
H -4.1386 8.5751 -3.5967
H 1.9078 -1.6335 -0.8496
H 0.4489 -0.1641 2.4350
H 4.2185 2.4772 -9.7249
H -1.1964 -4.6263 7.6859
H -3.5092 10.2598 -3.5138
H 5.0624 1.2636 -8.9895
H -5.0584 2.1644 2.9657
H -3.4033 0.2332 7.0220
H -3.2439 9.1628 -2.2073
H 0.4799 -4.7144 8.2804
H -0.6888 4.3039 2.9730
*
```


Record 3
Below is a 8-piece molecular cluster, C32H64O8 overall at a distorted geometry, with properties calculated with ωB97M-V with the def2-TZVPD basis set.

Frontier orbital gap (spin up / spin down) ... 1.744 / 9.577 eV
Expectation value of S² ... 0.751
E ... -1859.29537 Ha
M ... 576.86 g/mol

Geometry as ORCA input:
```
! wB97M-V def2-TZVPD RIJCOSX def2/J DEFGRID3
* xyz -1 2
O 11.4350 -16.3578 -20.8756
O 14.9687 -19.5823 -17.8864
O 9.2692 -18.5152 -16.0616
O 17.8596 -24.1200 -12.5951
O 17.8034 -18.9926 -14.4000
O 12.0128 -22.1580 -23.7640
O 13.3153 -16.4752 -15.0019
O 18.2210 -24.0945 -23.5836
C 13.8993 -15.1972 -14.7642
C 10.8529 -21.9244 -22.9343
C 9.8219 -19.7300 -16.5706
C 14.8469 -21.3224 -19.5944
C 14.9996 -21.9088 -18.1914
C 14.3951 -20.7912 -17.2747
C 17.0126 -22.1939 -23.9568
C 18.1104 -20.1154 -15.2746
C 18.1427 -24.2912 -14.0022
C 14.8956 -16.0910 -16.6641
C 11.7290 -14.1504 -20.0165
C 18.9275 -19.4681 -16.3839
C 13.0272 -14.7635 -20.4059
C 16.4126 -24.0507 -12.4143
C 10.7101 -15.2475 -20.3314
C 12.7383 -16.2444 -20.3031
C 11.3919 -21.0235 -21.8548
C 9.3319 -17.5392 -17.1157
C 14.8923 -19.8455 -19.3334
C 9.3536 -18.4080 -18.3686
C 13.7198 -16.9371 -16.3272
C 18.0132 -23.1442 -24.6822
C 9.2630 -19.8797 -17.9743
C 17.6556 -21.9980 -22.5635
C 18.1659 -23.4624 -22.3232
C 18.3578 -17.7392 -14.8780
C 15.8550 -23.3325 -13.6745
C 19.4105 -18.1989 -15.8132
C 12.7617 -20.9679 -23.8349
C 16.7970 -23.7573 -14.6759
C 14.4455 -14.7600 -16.1300
C 12.3574 -20.1317 -22.5980
H 11.4774 -13.2415 -20.5631
H 14.0539 -19.3522 -19.8252
H 15.8451 -22.2428 -13.6532
H 13.2785 -19.7686 -22.1422
H 18.9131 -22.6454 -25.0420
H 16.1018 -25.0946 -12.3708
H 15.0604 -15.9985 -17.7376
H 13.9600 -17.9884 -16.4855
H 13.3274 -14.3583 -21.3722
H 11.7468 -19.2890 -22.9222
H 13.5862 -14.2220 -16.5302
H 16.4144 -24.6282 -15.2080
H 10.6621 -20.3325 -21.4328
H 14.7237 -15.4892 -14.1136
H 14.6601 -22.9333 -18.0392
H 15.7940 -16.4413 -16.1560
H 20.2499 -18.3898 -15.1447
H 18.8490 -17.1122 -14.1338
H 13.3140 -20.8190 -17.1385
H 13.5012 -16.8217 -20.8253
H 17.5426 -23.8894 -21.5375
H 14.8721 -20.8832 -16.2989
H 10.6784 -22.9186 -22.5229
H 19.7853 -17.4413 -16.5014
H 12.8317 -16.7475 -16.9301
H 16.0788 -21.9738 -18.0527
H 18.4681 -25.3258 -14.1114
H 15.7172 -21.6354 -20.1711
H 11.9376 -21.6218 -21.1252
H 13.2339 -14.4658 -14.3055
H 11.7532 -13.9458 -18.9461
H 9.8083 -20.6709 -18.4888
H 10.9037 -19.6033 -16.5273
H 13.8150 -21.2408 -23.9007
H 9.5282 -20.5466 -15.9112
H 17.6465 -17.0922 -15.3914
H 9.9754 -21.5205 -23.4392
H 13.9379 -21.5757 -20.1400
H 13.8670 -14.5676 -19.7392
H 15.2278 -14.0114 -16.0042
H 10.2031 -18.3058 -19.0438
H 15.8416 -19.5809 -19.7989
H 16.0319 -22.6523 -23.8299
H 17.0047 -21.6778 -21.7499
H 8.5417 -18.1807 -19.0594
H 10.1723 -16.8496 -17.0360
H 12.5671 -20.3825 -24.7336
H 18.9874 -23.6694 -14.2990
H 19.1723 -23.4913 -21.9055
H 18.6199 -20.8814 -14.6901
H 16.1487 -23.5587 -11.4781
H 16.8780 -21.2138 -24.4144
H 8.4224 -16.9399 -17.1584
H 18.5509 -21.3851 -22.6689
H 17.7827 -23.7468 -25.5607
H 12.5806 -16.5195 -19.2602
H 18.2983 -19.0561 -17.1728
H 14.8089 -23.6141 -13.7950
H 10.2710 -15.7615 -19.4764
H 17.0333 -22.9808 -15.4035
H 9.9336 -14.9820 -21.0488
H 17.2320 -20.5956 -15.7058
H 8.1785 -19.9879 -17.9904
H 19.6679 -20.1560 -16.7922
*
```


Record 4
Below is a 3-piece molecular cluster, C32H65N3O2PSi overall at a distorted geometry, with properties calculated with ωB97M-V with the def2-TZVPD basis set.

Frontier orbital gap ... 6.159 eV
E ... -2203.15856 Ha
M ... 582.95 g/mol

Geometry as ORCA input:
```
! wB97M-V def2-TZVPD RIJCOSX def2/J DEFGRID3
* xyz 1 1
P 3.0121 -5.1982 3.8322
Si -0.4867 0.6618 -2.7979
O 1.8699 -4.9948 5.1580
O 3.3095 -6.9495 3.8252
N 5.6569 -1.3391 4.8043
N 3.7148 -1.1826 3.2732
N 5.1438 -3.3303 3.2284
C -0.0515 5.5989 1.2681
C -5.3216 -0.6109 -2.6143
C 0.2704 1.3449 -1.1496
C -0.7092 1.3757 0.1775
C 5.8005 -2.4433 5.8287
C 3.6297 -1.6771 -0.7154
C -1.6816 1.9689 -3.6073
C -4.2339 7.5815 -0.0102
C 1.8064 1.8975 -0.9639
C -5.5037 -3.1498 -2.5594
C -5.2022 -1.8715 -1.7700
C 3.2685 -0.9832 -3.3316
C -1.6353 -0.8369 -2.2694
C 2.3920 2.4934 0.4840
C -0.1967 1.9644 1.6474
C -6.9293 -3.2449 -3.1165
C 3.9588 -2.0796 -2.2979
C 4.6558 -3.6359 5.7016
C 1.6444 -1.2817 -3.5505
C 4.7785 -1.9400 3.6996
C 4.6934 -3.6114 1.8118
C 4.7018 -4.3926 4.2108
C 0.8293 0.0599 -4.0705
C -7.9984 -4.2784 -1.0517
C -1.7064 7.8780 -0.0873
C -8.0404 -3.1503 -2.0701
C 5.6794 -2.7536 0.8008
C 1.3581 2.5225 1.7888
C -1.2068 5.3740 0.3057
C 4.9904 -1.4101 0.1603
C -1.3788 6.5117 -0.7016
C -2.9727 7.9121 0.7749
H 2.7513 -1.5339 3.0771
H 1.5950 0.8872 -4.3886
H -2.8775 7.2297 1.6248
H 0.2294 -0.2786 -5.0422
H -2.1330 5.2176 0.8728
H -1.9354 -1.4245 -3.2426
H -0.8611 8.2221 0.5173
H -4.7976 -3.2243 -3.3979
H 6.6813 -2.4183 1.3489
H 6.8728 -2.9180 5.7353
H 3.0375 -0.6419 -0.7358
H 2.5368 1.9017 -1.8956
H -0.9984 -1.4747 -1.5092
H 1.7570 2.9540 2.8136
H 3.5963 -3.2004 5.9405
H -8.0003 -2.1844 -1.5511
H -7.0845 -2.4609 -3.8674
H -0.4564 6.6101 -1.2880
H 3.4963 2.8832 0.5399
H -2.3464 1.4475 -4.4339
H 0.0428 4.7485 1.9509
H -9.0088 -3.1796 -2.5847
H -1.1003 2.8924 -4.0533
H 5.6862 -1.9568 6.8905
H -7.0675 -4.2723 -0.4778
H 2.3028 -5.2256 6.0402
H -4.6335 -0.6465 -3.4637
H 3.8777 -0.1384 3.1544
H 3.7779 -1.1470 -4.3725
H -0.1990 6.4959 1.8762
H -7.0264 -4.1971 -3.6534
H -4.1789 -1.9356 -1.3816
H -4.1989 6.5698 -0.4237
H -1.0263 4.4430 -0.2458
H -2.5693 -0.3372 -1.7216
H -4.3741 8.2873 -0.8339
H -3.0787 8.9180 1.1978
H -8.8252 -4.1775 -0.3415
H -5.0745 0.2691 -2.0123
H 3.4508 0.1438 -2.9878
H -2.4377 2.3142 -2.7528
H -6.3369 -0.4756 -2.9970
H 6.0479 -3.4322 -0.1098
H -2.1605 6.2328 -1.4183
H 1.5489 -2.0973 -4.4021
H 3.5301 -3.1780 -2.4314
H -5.8580 -1.7949 -0.8976
H 1.1411 -1.7358 -2.5716
H 4.9399 -4.7580 1.5961
H 4.2113 -7.0270 3.3709
H 5.7907 -0.9523 -0.5980
H -1.8209 0.9654 0.0643
H 5.5115 -5.2319 4.3154
H -5.3006 -4.0139 -1.9187
H 5.1951 -0.4802 5.1993
H -0.9037 2.0122 2.5968
H 4.7968 -0.5452 0.9510
H 0.8926 5.7018 0.7230
H 3.5551 -3.4329 1.6065
H 5.1273 -2.0335 -2.4471
H 4.8868 -4.4951 6.4854
H 2.9081 -2.4894 -0.2809
H -5.1098 7.6421 0.6433
H -8.0936 -5.2507 -1.5463
H -1.8112 8.6085 -0.9013
*
```